Computed, not measured: a 3-piece molecular cluster, C3H13NO2S overall in a non-equilibrium geometry, with the ωB97M-V functional and the def2-TZVPD basis.

LUMO = 0.68 eV
E_tot = -725.49306 hartree
structure (SMILES) = NCCCS.O.O
relative energy (zero: lowest compared OMol25 entry of this formula, charge and spin) = 17.8 kcal per mole
spin multiplicity = 1

Bonds (Å) are listed after each position.
CARTESIAN COORDINATES (ANGSTROEM)
1 C -1.2058 1.8618 0.2341  C2 1.486, N5 1.478, H6 1.126, H7 1.087
2 C -1.6450 0.4734 0.5316  C1 1.486, C3 1.529, H8 1.108, H9 1.121
3 C -0.7309 -0.6732 0.0998  C2 1.529, S4 1.816, H10 1.091, H11 1.095
4 S -0.3642 -1.7770 1.4947  C3 1.816, H12 1.352
5 N -1.1287 1.9966 -1.2358  C1 1.478, H13 1.018, H14 1.020
6 H -1.8961 2.6096 0.7167  C1 1.126
7 H -0.1982 2.0267 0.6068  C1 1.087
8 H -2.6938 0.2070 0.2949  C2 1.108
9 H -1.8752 0.4106 1.6273  C2 1.121
10 H -1.1952 -1.2962 -0.6663  C3 1.091
11 H 0.1950 -0.1926 -0.2318  C3 1.095
12 H 0.1685 -2.7012 0.6647  S4 1.352
13 H -2.0697 1.8420 -1.5923  N5 1.018
14 H -0.9627 2.9885 -1.4069  N5 1.020
15 H 2.1726 -0.8586 -0.3791  O17 0.965
16 H 2.7226 -2.2067 -0.4712  O17 0.962
17 O 2.7739 -1.4379 0.1050  H15 0.965, H16 0.962
18 H 1.0572 1.7822 -2.0525  O20 0.959
19 H 2.1277 0.9512 -2.8132  O20 0.957
20 O 1.8689 1.2806 -1.9525  H18 0.959, H19 0.957

Atom charges from the Löwdin analysis, given in e for atoms 1 to 5: C -0.2923; C -0.3221; C -0.5713; S 0.6976; N -0.0134